{
  "formula": "C4H8N2O",
  "method": "ωB97M-V/def2-TZVPD",
  "symbols": ["O", "N", "N", "C", "C", "C", "C", "H", "H", "H", "H", "H", "H", "H", "H"],
  "positions_angstrom": [[-0.1343, 0.6970, 4.7282], [-0.1944, -2.0988, -1.9461], [-1.1010, -0.1071, -1.3121], [0.7462, -1.0472, -1.8400], [0.9876, 1.0442, -0.2719], [0.2736, 0.0356, -1.1127], [-1.2959, -1.4680, -1.5807], [0.4442, 1.2389, 4.1382], [1.8241, 1.5096, -0.7854], [1.2023, 0.7287, 0.7787], [-2.4255, -1.7211, -1.4615], [-1.8892, 0.4931, -1.2005], [0.2602, 1.9011, -0.1194], [-0.4364, -0.1077, 4.2243], [1.7385, -1.0983, -2.2392]],
  "mulliken_charge": [-0.652, -0.579, -0.136, -0.292, -0.982, 0.398, -0.057, 0.325, 0.323, 0.200, 0.254, 0.183, 0.291, 0.328, 0.397],
  "total_energy_ev": -9303.8527,
  "e_above_lowest_kcal_mol": 58.6,
  "max_force_ev_per_a": 3.0,
  "smiles": "Cc1cnc[nH]1.O",
  "gap_ev": 8.79,
  "homo_energy_ev": -8.3648,
  "charge": 0
}